(1)
The following is a quantum chemistry calculation of a single C4H5FO3 molecule, from the Open Molecules 2025 dataset.

Last column: natural (NBO) charge in e.
Geometry (Å):
C 0.1012 0.8040 0.1064  0.2210
C -0.3046 -0.0943 -0.7760  0.0376
C 0.2028 -2.9639 0.1198  0.6901
C -0.2393 2.2953 0.0145  0.0331
O 0.7791 0.5257 1.2275  -0.7000
O -0.3534 -1.6399 -0.5736  -0.7028
O 1.2129 -3.1023 0.6775  -0.5001
F -0.2916 2.6498 -1.3303  -0.3596
H -0.9734 0.2053 -1.5430  0.2080
H -0.6124 -3.6789 -0.3451  0.1877
H 0.5712 2.9885 0.5319  0.1884
H -1.1919 2.3999 0.4177  0.1794
H 1.0995 -0.3892 1.4727  0.5172

Kohn-Sham gap   9.6 eV
SMILES string   O=CO/C=C(\O)CF

***

(2)
The following is a quantum chemistry calculation of a molecular structure, C4H5GaO5, from the Open Molecules 2025 dataset.

Last column: Löwdin spin population.
Geometry (Å):
O -0.6301 1.5954 0.9659  0.1541
Ga -2.4104 1.4021 0.3088  0.6277
O -2.0918 0.1014 1.6557  0.1454
C -0.9393 0.6015 1.7019  0.0333
O 0.0421 -0.0749 2.2776  0.0155
O -0.9739 -1.1596 -1.3037  0.0160
C -0.2395 -1.9989 -0.8424  0.0011
C 1.0224 -1.7207 -0.0653  0.0004
O 1.2573 -0.3651 0.1849  0.0040
C 1.3240 0.0322 1.5069  0.0007
H -0.4722 -3.0826 -0.9373  0.0006
H 1.8581 -2.1189 -0.6648  0.0002
H 0.9956 -2.3247 0.8608  0.0000
H 1.8090 1.0116 1.5447  0.0005
H 1.9475 -0.6676 2.0825  0.0003

Total charge   +1
Kohn-Sham gap (spin up / spin down)   9.1 / 5.6 eV
Expectation value of S²   0.75
Spin multiplicity   2

***

(3)
The following is a quantum chemistry calculation of a molecular structure, C4H5HgLiO2, from the Open Molecules 2025 dataset.

Last column: Löwdin spin population.
Geometry (Å):
H -0.5188 2.6584 0.3449  0.1827
C 0.0779 1.0691 0.3750  -0.0209
C -0.7457 0.4821 -0.7754  0.0129
C -0.6136 -1.0365 -0.5945  -0.0180
C 0.3589 -1.1278 0.5713  -0.0926
O -0.3352 0.6265 1.5501  0.2931
O 1.3151 0.5024 0.2527  0.0048
Li 2.9440 0.7130 1.1314  0.0258
Hg 1.4751 -2.5343 1.4324  0.6220
H -0.3548 0.8477 -1.7338  0.0017
H -1.7847 0.8324 -0.7029  0.0026
H -0.2390 -1.5283 -1.5072  -0.0116
H -1.5792 -1.5047 -0.3441  -0.0025

Total charge   +1
Kohn-Sham gap (spin up / spin down)   7.1 / 7.1 eV
Expectation value of S²   0.95
Spin multiplicity   2

***

Values for calculated total energy, a.u., ordered as above
-480.88206; -2456.08835; -466.32192
Values for strongest force on any atom, eV/A, ordered as above
4.62; 4.38; 5.98